Formula: C20H68CaO28P4S
Source: the Open Molecules 2025 dataset
Level of theory: wB97M-V/def2-TZVPD

The calculation puts the molar mass at 952.8 g mol⁻¹. As for the charge: 0. The largest force on an atom is 3.70 eV/Å. The calculation puts the HOMO energy at -8.49 eV. The LUMO energy is 0.146 eV. Its HOMO-LUMO gap is 0.3172 Ha.

```
122
Properties=species:S:1:pos:R:3:forces:R:3:mulliken_charge:R:1
Ca -1.469 -1.533 0.457 -0.486 -0.170 -0.093 1.537
S 0.830 0.059 -0.277 0.328 -0.052 -1.520 1.201
O 1.134 0.534 -1.615 0.458 -0.278 0.050 0.503
O 0.724 -1.386 -0.268 0.464 -2.327 -0.333 -0.682
O 1.803 0.492 0.701 0.137 1.033 -0.188 -0.368
O -0.530 0.429 0.056 -1.968 2.463 0.946 0.114
C 2.878 0.594 3.640 -0.731 -0.439 -0.296 -0.873
O 1.655 0.079 3.091 0.009 -0.269 2.236 -0.641
H 3.706 -0.092 3.462 0.142 -0.045 -0.220 0.256
H 3.090 1.551 3.164 0.249 0.138 0.346 0.196
H 2.763 0.657 4.722 -0.055 0.367 -0.050 0.305
H 1.669 0.261 2.149 0.033 -0.020 -0.644 0.291
C 4.336 1.465 -0.922 0.349 0.017 -2.118 -0.232
O 4.267 1.047 0.373 0.809 0.070 1.556 -0.614
H 4.343 0.632 -1.625 0.011 -0.424 -0.181 0.136
H 3.496 2.069 -1.264 -0.135 0.423 0.213 -0.148
H 5.271 1.986 -1.127 0.026 0.306 0.268 0.456
H 3.346 0.840 0.549 -0.185 -0.188 0.107 0.299
C -0.968 3.530 1.764 -1.478 0.876 -0.361 -0.685
O -1.708 2.361 1.435 -0.025 0.098 0.739 -0.674
H 0.020 3.388 2.202 0.017 -0.272 -0.251 0.162
H -0.993 4.144 0.864 0.888 0.283 -0.031 0.303
H -1.582 4.116 2.449 0.139 -0.157 0.341 0.415
H -1.152 1.853 0.840 0.272 -0.707 -0.293 -0.155
C -4.918 0.261 1.076 0.907 -1.142 0.624 -0.796
O -3.457 0.175 1.011 -1.823 0.179 -0.121 0.085
H -5.235 -0.726 0.738 -0.355 0.298 -0.244 0.284
H -5.265 0.361 2.104 0.246 0.046 0.237 0.277
H -5.409 1.063 0.524 0.496 -0.029 -0.439 0.212
H -3.119 1.058 1.180 0.666 0.464 0.367 0.203
C -0.072 3.146 -2.976 1.282 -1.526 -0.788 -0.070
O 1.255 2.551 -3.067 -0.899 2.026 -0.518 -0.632
H -0.243 3.741 -2.080 0.197 0.229 0.028 0.037
H -0.209 3.705 -3.902 -0.080 0.345 0.269 0.413
H -0.781 2.317 -3.004 -0.309 0.103 0.121 -0.195
H 1.252 1.774 -2.503 -0.030 -0.160 0.339 0.418
C 3.624 -2.500 0.755 -0.974 0.789 -0.600 -0.371
O 2.428 -3.204 0.341 1.913 -0.996 0.845 -0.537
H 4.382 -3.068 1.294 -0.435 -0.584 -0.164 0.429
H 4.081 -2.029 -0.115 0.329 -0.136 -0.128 0.212
H 3.330 -1.657 1.381 0.029 0.042 0.342 -0.159
H 1.847 -2.511 0.021 -0.489 0.305 -0.037 0.141
C -1.822 -0.859 3.937 -0.659 -0.406 0.756 -0.996
O -1.196 -0.558 2.732 0.045 0.391 -0.590 0.734
H -2.487 -1.708 3.783 0.247 -0.068 0.259 0.219
H -1.022 -1.057 4.650 -0.367 -0.473 0.440 0.319
H -2.437 -0.055 4.343 -0.002 0.399 -0.187 0.268
H -0.442 -0.044 3.031 0.855 0.370 -0.749 -0.072
C 2.818 -0.014 -4.306 -0.609 0.054 -0.384 -0.741
O 2.758 -0.891 -3.201 0.915 -0.506 -0.682 -0.614
H 1.809 0.232 -4.635 -0.219 0.190 -0.088 0.173
H 3.318 0.941 -4.144 0.171 -0.002 0.426 0.251
H 3.297 -0.484 -5.166 0.204 -0.356 0.248 0.333
H 2.239 -0.470 -2.512 -0.226 0.369 0.225 0.145
C -3.945 -1.948 -4.279 0.361 -0.662 0.149 -0.774
O -3.655 -0.602 -3.997 0.345 2.486 2.725 -0.317
P -3.556 -0.088 -2.429 0.392 1.148 -0.621 -0.107
O -2.671 -0.875 -1.502 -1.959 0.781 -1.841 0.500
O -3.112 1.481 -2.667 -0.553 -2.657 -0.264 -0.358
C -3.155 2.407 -1.585 -0.417 0.969 0.277 0.007
O -5.107 0.039 -1.934 1.520 -0.108 -1.001 -0.192
C -5.998 0.920 -2.674 -0.907 0.293 1.131 -0.891
H -4.875 -2.008 -4.844 0.160 -0.011 -0.138 0.357
H -4.050 -2.517 -3.356 0.032 -0.253 -0.036 0.316
H -3.062 -2.282 -4.824 -0.422 -0.560 -0.163 0.232
H -2.157 2.631 -1.206 -0.170 -0.441 0.102 -0.345
H -3.864 2.144 -0.800 0.357 -0.533 0.144 -0.044
H -3.575 3.340 -1.959 0.186 0.045 -0.421 0.419
H -5.608 1.531 -3.488 0.514 -0.678 -0.091 0.346
H -6.373 1.636 -1.942 0.153 0.131 0.169 0.298
H -6.895 0.362 -2.943 0.370 -0.247 -0.422 0.315
C 4.182 7.365 0.502 0.666 -0.341 -0.347 -0.674
O 2.785 7.570 0.724 -0.487 0.077 0.143 -0.354
P 1.994 6.609 1.733 -0.036 -1.311 -0.147 0.993
O 0.507 6.661 1.649 1.938 0.396 0.096 -0.691
O 2.610 5.105 1.415 -0.823 2.274 1.448 -0.202
C 2.166 4.430 0.224 0.941 -0.395 -0.108 -0.229
O 2.696 7.037 3.133 -0.987 -0.728 -0.833 -0.322
C 2.182 8.176 3.855 -0.180 0.120 0.209 -0.766
H 4.847 8.195 0.740 -0.750 0.659 0.136 0.288
H 4.283 7.179 -0.568 0.189 -0.271 0.125 0.277
H 4.603 6.561 1.104 -0.357 -0.357 -0.246 0.298
H 3.063 4.339 -0.389 -0.232 0.332 -0.472 0.400
H 1.344 4.942 -0.275 0.075 -0.140 0.046 0.521
H 1.952 3.390 0.471 -0.514 0.160 0.226 -0.387
H 1.368 8.741 3.400 0.073 -0.344 -0.744 0.349
H 3.011 8.870 3.991 -0.026 -0.194 0.274 0.280
H 1.739 7.833 4.791 0.489 -0.085 0.147 0.270
C 1.664 -3.138 4.139 -0.489 0.386 0.112 -0.483
O 1.013 -4.247 3.521 -1.561 -0.686 -1.323 -0.339
P -0.448 -4.129 2.827 1.040 -2.083 1.991 0.022
O -0.537 -3.223 1.682 -0.575 0.072 0.693 0.356
O -0.789 -5.677 2.466 0.550 1.610 0.139 -0.366
C -0.255 -6.323 1.267 -0.405 -0.007 -0.092 -0.415
O -1.432 -3.788 4.111 1.424 -1.096 -1.959 -0.220
C -1.440 -4.669 5.244 -0.335 0.092 1.289 -0.979
H 1.697 -3.388 5.200 0.308 0.266 0.027 0.347
H 1.081 -2.231 3.979 0.206 0.164 0.064 0.064
H 2.653 -2.992 3.704 -0.112 -0.179 0.044 0.203
H -1.107 -6.695 0.698 -0.073 -0.107 0.234 0.258
H 0.374 -7.156 1.579 -0.025 0.188 0.054 0.327
H 0.279 -5.670 0.577 0.173 0.375 0.476 -0.010
H -2.414 -5.154 5.309 0.057 0.087 -0.097 0.283
H -1.272 -4.075 6.142 -0.469 0.492 -0.093 0.339
H -0.676 -5.428 5.415 0.327 -0.084 -1.328 0.361
C 1.481 -4.748 -2.467 2.069 -0.131 -0.021 -0.410
O 0.167 -5.193 -2.481 -3.651 0.286 0.465 -0.399
P -1.063 -4.158 -2.323 -0.298 0.363 -1.050 0.482
O -1.129 -3.379 -1.048 -0.092 -1.288 -1.792 -0.482
O -0.954 -3.280 -3.725 -1.306 -1.212 1.930 -0.300
C -0.163 -2.106 -3.819 1.538 0.680 -0.286 -0.982
O -2.411 -5.083 -2.554 2.497 1.656 0.437 -0.387
C -2.720 -5.508 -3.879 0.244 -0.497 -0.593 -0.772
H 1.620 -3.735 -2.088 -0.022 -0.069 0.010 0.126
H 1.900 -4.869 -3.466 -0.061 0.359 -0.134 0.288
H 2.022 -5.459 -1.843 0.148 0.339 0.231 0.279
H 0.141 -1.695 -2.856 -0.077 -0.200 0.059 0.262
H -0.581 -1.286 -4.403 -0.997 -0.294 0.141 0.382
H 0.720 -2.363 -4.404 0.274 -0.102 0.357 0.408
H -1.923 -5.362 -4.608 0.175 0.389 0.237 0.323
H -3.590 -4.944 -4.217 -0.118 -0.379 -0.003 0.236
H -2.841 -6.591 -3.857 -0.596 0.118 0.105 0.316
```
Positions in Å, forces in eV/Å.